(1)
74
Properties=species:S:1:pos:R:3:mulliken_charge:R:1 method="wB97M-V/def2-TZVPD" homo_ev=-3.985 energy_ev=-145667.5182 charge=-1
C -3.89 1.78 4.35 -0.97
C -3.27 3.22 4.37 -0.44
C -1.75 3.25 3.94 -0.62
C -1.47 3.89 2.54 -0.95
N -1.68 3.06 1.34 0.32
C -1.31 1.65 1.44 -0.97
C -0.62 1.22 0.08 -0.26
C -1.06 -0.20 -0.42 -0.49
C 0.15 -1.02 -1.02 -1.33
P 0.58 -2.51 0.14 0.85
C 0.74 -3.87 1.50 -1.55
C 2.46 -2.21 -0.03 -0.03
C 3.07 -2.10 -1.46 -1.04
F 2.73 -0.94 0.61 -0.45
C 0.51 -3.80 -1.32 -0.88
Br 1.76 -5.37 -1.09 -0.26
C -0.93 -4.48 -1.38 -0.62
C -1.95 -3.67 -2.25 -1.04
C -2.91 3.28 0.66 0.13
S -4.44 2.91 1.16 -0.30
S -2.73 4.05 -1.00 -0.17
C -3.97 3.14 -2.05 -0.61
C -4.11 3.77 -3.47 -0.37
C -3.76 2.76 -4.63 -0.98
H -3.94 1.38 5.39 0.37
H -3.26 1.11 3.74 0.21
H -4.93 1.80 3.96 0.19
H -3.31 3.56 5.43 0.38
H -3.87 3.96 3.81 0.29
H -1.27 3.93 4.68 0.40
H -1.30 2.26 4.11 0.35
H -0.43 4.28 2.56 0.30
H -2.13 4.78 2.45 0.47
H -2.15 0.97 1.71 0.21
H -0.51 1.52 2.20 0.31
H -0.82 1.95 -0.73 0.44
H 0.48 1.23 0.24 0.26
H -1.57 -0.73 0.40 0.41
H -1.78 -0.06 -1.27 -0.11
H -0.13 -1.31 -2.06 0.56
H 0.98 -0.28 -1.12 0.49
H -0.88 -2.70 0.27 0.26
H 0.57 -1.53 1.23 -0.21
H 1.76 -4.24 1.69 0.31
H 0.37 -3.44 2.46 0.44
H 0.10 -4.77 1.32 0.30
H 3.11 -2.92 0.52 0.42
H 2.37 -1.94 -2.29 0.17
H 3.88 -1.32 -1.41 0.16
H 3.60 -3.05 -1.67 0.35
H 0.66 -3.37 -2.33 0.61
H -1.33 -4.71 -0.38 0.31
H -0.77 -5.45 -1.90 0.53
H -1.95 -4.01 -3.31 0.30
H -2.97 -3.93 -1.87 0.35
H -1.86 -2.58 -2.17 0.12
H -3.69 2.06 -2.05 0.31
H -4.95 3.21 -1.54 0.37
H -3.43 4.65 -3.53 0.29
H -5.13 4.16 -3.65 0.29
H -3.11 1.98 -4.18 0.30
H -3.22 3.25 -5.46 0.29
H -4.69 2.27 -4.97 0.27
C 7.14 -0.03 0.54 -0.26
C 7.39 -1.52 0.71 -0.37
O 6.90 -2.11 -0.49 -0.28
S 7.13 -1.09 -1.72 1.12
O 8.33 -1.45 -2.40 -0.57
O 5.88 -0.92 -2.39 -0.49
O 7.42 0.24 -0.84 -0.33
H 6.09 0.22 0.73 0.25
H 7.78 0.57 1.18 0.30
H 6.87 -1.93 1.58 0.33
H 8.46 -1.73 0.79 0.29

=====

(2)
68
Properties=species:S:1:pos:R:3:lowdin_spin:R:1 method="wB97M-V/def2-TZVPD" homo_ev="-8.115 / -8.116" energy_ev=-30670.6282 charge=0 spin_multiplicity=2
C 1.32 0.07 1.67 0.01
C 1.73 0.79 0.37 0.03
C 1.89 2.28 0.69 0.02
C 0.69 0.61 -0.75 0.00
C 0.99 -0.36 -1.91 0.00
C 0.01 0.02 -3.05 0.00
C -1.47 -0.04 -2.68 0.00
F -1.86 1.20 -2.17 0.00
C 0.70 -1.87 -1.60 0.00
C 1.79 -2.90 -1.21 0.00
C 1.93 -3.28 0.28 0.00
N 3.27 -3.28 0.86 0.00
C 2.40 -0.12 -2.47 0.00
C 3.51 0.33 -1.49 0.03
C 4.76 -0.56 -1.61 0.00
C 3.93 1.77 -1.80 0.02
N 3.05 0.25 -0.08 0.40
O 3.98 0.39 0.78 0.49
H 2.17 -0.45 2.11 0.00
H 0.51 -0.64 1.50 0.00
H 0.97 0.80 2.41 0.00
H 0.92 2.66 1.05 0.00
H 2.16 2.87 -0.18 0.00
H 2.64 2.42 1.48 0.00
H 0.51 1.60 -1.21 0.00
H -0.26 0.33 -0.29 0.00
H 0.21 1.05 -3.36 0.00
H 0.19 -0.63 -3.91 0.00
H -2.11 -0.25 -3.54 0.00
H -1.68 -0.79 -1.91 0.00
H -0.08 -1.93 -0.82 0.00
H 0.23 -2.27 -2.51 0.00
H 2.77 -2.61 -1.61 0.00
H 1.53 -3.82 -1.75 0.00
H 1.31 -2.62 0.89 0.00
H 1.51 -4.29 0.42 0.00
H 3.96 -3.64 0.22 0.00
H 3.56 -2.37 1.16 0.00
H 2.32 0.66 -3.24 0.00
H 2.72 -1.02 -3.00 0.00
H 4.68 -1.44 -0.97 0.00
H 4.88 -0.89 -2.65 0.00
H 5.66 -0.02 -1.30 0.00
H 4.47 1.78 -2.76 0.00
H 4.60 2.15 -1.02 0.00
H 3.08 2.44 -1.90 0.00
C -5.99 0.14 3.19 0.00
C -4.73 0.97 3.03 0.00
N -3.61 0.21 2.50 0.00
C -2.33 0.89 2.60 0.00
C -2.11 2.17 1.78 0.00
C -3.86 -0.47 1.24 0.00
C -4.33 0.38 0.05 0.00
H -5.79 -0.75 3.79 0.00
H -6.76 0.73 3.68 0.00
H -6.39 -0.18 2.23 0.00
H -4.42 1.34 4.02 0.00
H -4.96 1.87 2.44 0.00
H -1.55 0.17 2.35 0.00
H -2.19 1.13 3.66 0.00
H -1.97 1.95 0.72 0.00
H -1.22 2.68 2.13 0.00
H -2.95 2.86 1.87 0.00
H -4.59 -1.26 1.41 0.00
H -2.93 -0.99 0.98 0.00
H -5.13 1.06 0.32 0.00
H -4.72 -0.28 -0.73 0.00
H -3.52 0.96 -0.39 0.00

=====

(3)
79
Properties=species:S:1:pos:R:3:lowdin_spin:R:1 method="wB97M-V/def2-TZVPD" e_above_lowest_kj_mol=16.3 homo_ev="-8.109 / -8.160" energy_ev=-110379.4988 charge=0 spin_multiplicity=2
Mo 0.22 0.10 1.21 1.00
C 2.15 -0.16 5.43 0.00
C 2.04 -1.58 4.93 0.00
O 2.12 -1.58 3.50 0.01
P 1.29 -2.81 2.71 0.01
S -1.32 -0.45 2.50 -0.12
S 1.28 -1.96 0.75 0.04
O 2.43 -3.94 2.57 0.00
C 3.72 -3.74 1.97 0.00
C 3.83 -4.56 0.71 0.00
H 2.10 -0.14 6.52 0.00
H 1.34 0.44 5.04 0.00
H 3.11 0.28 5.14 0.00
H 1.09 -2.03 5.23 0.00
H 2.85 -2.21 5.32 0.00
H 4.46 -4.05 2.71 0.00
H 3.87 -2.68 1.76 0.00
H 3.66 -5.62 0.93 0.00
H 4.83 -4.46 0.28 0.00
H 3.11 -4.23 -0.03 0.00
C -4.00 -1.79 0.52 0.00
Si -2.53 -2.35 -0.51 0.00
C -3.27 -3.05 -2.10 0.00
C -1.71 -3.77 0.40 0.00
Si -1.06 -0.53 -0.93 0.00
Si -2.55 1.25 -1.39 0.01
C -1.81 2.80 -2.16 0.00
C -3.86 0.64 -2.60 0.00
C -3.36 1.82 0.20 0.00
Si 0.34 -1.02 -2.79 0.00
C -0.15 -2.66 -3.55 0.00
C 0.10 0.27 -4.14 0.00
C 2.18 -1.18 -2.42 0.00
H -4.61 -2.68 0.73 0.00
H -4.64 -1.09 -0.02 0.00
H -3.73 -1.34 1.47 0.00
H -4.16 -3.63 -1.84 0.00
H -2.57 -3.72 -2.61 0.00
H -3.57 -2.28 -2.81 0.00
H -2.45 -4.57 0.54 0.00
H -1.35 -3.46 1.38 0.00
H -0.87 -4.18 -0.16 0.00
H -1.16 2.61 -3.02 0.00
H -1.24 3.38 -1.43 0.00
H -2.63 3.44 -2.50 0.00
H -3.41 0.31 -3.54 0.00
H -4.56 1.45 -2.83 0.00
H -4.44 -0.20 -2.20 0.00
H -2.62 2.24 0.88 0.00
H -3.87 1.01 0.73 0.00
H -4.10 2.60 -0.01 0.00
H -1.16 -2.64 -3.97 0.00
H -0.11 -3.47 -2.82 0.00
H 0.54 -2.90 -4.36 0.00
H -0.96 0.38 -4.40 0.00
H 0.62 -0.04 -5.05 0.00
H 0.47 1.26 -3.86 0.00
H 2.38 -2.14 -1.94 0.00
H 2.61 -0.41 -1.79 0.00
H 2.72 -1.18 -3.37 0.00
O -0.07 2.26 1.86 0.01
C 0.46 2.74 0.82 0.02
N 0.82 1.83 -0.08 0.01
S 1.86 2.16 -1.32 0.00
O 3.19 2.26 -0.76 0.00
O 1.36 3.72 -1.65 0.00
C 1.12 4.60 -0.63 0.00
C 1.28 5.96 -0.89 0.00
C 0.98 6.87 0.10 0.00
C 0.52 6.44 1.35 0.00
C 0.36 5.10 1.60 0.00
C 0.66 4.17 0.60 0.00
H 1.63 6.27 -1.86 0.00
H 1.11 7.92 -0.09 0.00
H 0.29 7.17 2.12 0.00
H 0.00 4.73 2.55 0.00
O 2.21 0.65 2.06 0.01
H 2.39 -0.11 2.67 0.00
H 2.16 1.45 2.59 0.00